[1]
15
Properties=species:S:1:pos:R:3 method="wB97M-V/def2-TZVPD" orbital_gap_ev=10.07 smiles="C1=C[C@@H]2O[C@H]2[C@H]2N[C@@H]12" lumo_ev=0.94 homo_energy_ha=-0.3357 relative_energy_ev=5.061
H 0.72 1.71 0.91
N 0.44 -0.73 -1.55
H 0.39 -0.58 -2.51
H 0.92 -1.25 0.52
O 1.97 0.13 1.50
C 1.09 0.82 0.52
C 0.73 -0.42 1.15
H 0.94 1.50 -1.63
C -0.71 -0.03 -0.98
H -1.49 0.22 -1.64
H -1.07 -0.62 2.61
H -2.49 -0.43 0.23
C -1.39 -0.46 0.34
C -0.74 -0.52 1.49
C 0.69 0.67 -0.97

[2]
82
Properties=species:S:1:pos:R:3 method="wB97M-V/def2-TZVPD" orbital_gap_ev="7.67 / 7.53" lumo_ev="-7.79 / -7.92" homo_energy_ha="-0.5679 / -0.5680" spin_multiplicity=2 charge=+3 relative_energy_ev=0.000
O 2.14 -1.63 -0.33
H 4.26 1.31 -2.85
H -0.16 -7.68 -3.45
H 1.54 2.44 -5.36
H 1.73 -7.19 -4.73
H 0.80 0.02 2.68
C -2.50 -5.28 -3.12
H 3.95 0.61 -1.25
F -3.80 -5.08 -3.34
C -0.44 3.72 -3.64
H -0.71 2.95 -0.23
C 1.72 -3.73 -1.38
C 2.20 -7.22 -2.60
H -2.24 -3.34 -2.32
H -3.19 -8.58 -6.50
C 1.48 0.59 -4.21
H -3.39 -10.87 -3.59
H -2.42 0.26 0.16
N -0.55 -0.02 1.11
H -3.76 -8.65 -2.58
C 2.22 -4.98 -1.71
H -1.41 2.18 -2.51
H 2.30 1.06 -6.14
Sb 1.11 1.41 -2.26
C -3.83 -7.27 -4.90
C -2.26 0.85 2.30
C -1.13 0.75 3.11
C 4.07 1.54 -1.80
C -4.06 -8.41 -5.87
H 3.09 -8.23 -4.26
O -0.18 -2.30 -1.39
H 3.13 1.89 -4.82
C -1.77 -4.28 -2.56
H 4.97 2.03 -1.42
H -1.29 4.41 -3.63
H -0.56 0.82 -4.94
N -0.14 0.24 2.38
H 2.71 2.67 -0.57
C 0.38 -3.45 -1.65
H 3.98 4.28 -2.00
C 3.06 3.81 -2.36
C -1.84 0.36 1.07
H -0.47 3.17 -4.57
H -1.48 4.26 -1.13
H 1.54 -8.04 -2.31
C -2.90 -8.78 -3.26
H 3.17 3.68 -3.44
H 3.27 -5.18 -1.50
H 2.17 -0.24 -4.01
C -0.53 2.82 -2.41
C 2.15 1.56 -5.18
Ti 0.55 -0.74 -0.52
C -0.41 -4.49 -2.26
N -2.68 -7.58 -4.05
H -3.63 -6.37 -5.48
C -3.14 -9.98 -4.16
H -4.93 -8.23 -6.49
H 0.35 -0.47 -5.71
H 2.24 4.50 -2.17
H 0.47 4.33 -3.63
C -1.94 -6.54 -3.45
H 3.29 -6.48 -4.31
H -2.03 -9.00 -2.64
H -5.16 -9.60 -4.56
C 2.59 -7.28 -4.07
H 0.27 4.23 -0.95
H -4.42 -10.47 -5.74
N 1.51 -5.94 -2.26
H -2.28 -10.18 -4.79
H -0.28 -0.71 -4.08
C -0.61 3.60 -1.11
N -4.29 -9.68 -5.09
C 2.69 -2.78 -0.74
H 3.07 -7.27 -1.96
I -4.11 1.58 2.83
O 3.85 -3.04 -0.61
C 0.17 0.03 -4.76
C 2.88 2.48 -1.64
H -4.74 -7.09 -4.31
C 0.17 -5.74 -2.56
H -0.98 1.02 4.15
C -0.61 -6.74 -3.16

[3]
34
Properties=species:S:1:pos:R:3 method="wB97M-V/def2-TZVPD" orbital_gap_ev=8.76 lumo_ev=3.09 homo_energy_ha=-0.2085 charge=-1 relative_energy_ev=0.000
H 0.17 -2.82 -0.36
H -1.80 4.75 -0.37
C 2.96 0.38 2.40
C -2.09 3.70 -0.45
H 3.32 0.25 3.42
C -1.30 -3.09 0.89
H -1.33 3.60 -2.43
I 0.31 0.03 -1.19
O -3.29 3.50 0.30
H -2.86 -3.89 -0.33
H -1.02 -2.09 1.22
H 2.56 -0.94 -2.47
H 4.59 -0.92 1.82
C 3.60 -0.64 1.48
O 3.36 -1.25 -2.94
H -3.10 3.93 -2.29
H 3.20 1.38 2.04
H -1.90 -1.49 -0.64
H -1.29 3.11 0.03
C -2.26 3.34 -1.91
O 1.55 0.22 2.49
H -3.45 -2.91 1.06
H 3.95 -0.50 -2.89
O 3.82 -0.08 0.17
H 2.92 -1.49 1.43
H 1.16 0.26 1.60
H -1.80 1.51 -1.64
O -0.37 -3.57 -0.08
O -2.79 -1.87 -0.58
H -3.28 2.61 0.64
C -2.69 -2.99 0.28
O -2.53 1.97 -2.10
H 2.99 -0.23 -0.32
H -1.30 -3.78 1.73

[4]
9
Properties=species:S:1:pos:R:3 method="wB97M-V/def2-TZVPD" orbital_gap_ev=8.26 lumo_ev=-0.60 homo_energy_ha=-0.3256 relative_energy_ev=4.548
H 1.47 -0.87 -1.16
N 0.76 0.79 -1.23
H -1.29 1.21 -0.31
S -0.05 -0.82 2.09
H -1.04 0.76 1.94
H -0.37 -1.85 -0.31
S -0.40 2.03 -0.81
N 0.07 -0.96 0.35
C 0.84 -0.31 -0.55